Entry 1:
Here is C35H30BrCl2N2O2PtS4Te as an isolated structure at a distorted geometry from OMol25. Energies are from the ωB97M-V functional and the def2-TZVPD basis.

Structure (XYZ):
```
78
Properties=species:S:1:pos:R:3:forces:R:3:lowdin_charge:R:1
Pt -9.934 -11.167 11.635 -0.42 -0.66 -0.10 0.837
S -12.578 -10.675 12.444 -0.70 0.01 0.40 0.165
S -13.058 -12.348 13.339 0.01 0.47 0.36 0.058
S -15.100 -12.804 12.893 0.07 0.89 0.85 0.020
S -14.963 -14.018 11.457 -0.03 -0.92 -1.04 0.205
C -9.953 -18.015 12.470 0.04 -1.04 -0.57 -0.030
C -10.510 -16.628 12.297 0.40 -0.32 1.06 -0.183
C -11.335 -16.347 11.199 -0.62 -0.16 0.08 0.035
C -11.574 -15.044 10.868 0.66 0.35 -0.46 -0.067
C -12.117 -14.807 9.466 -1.19 -0.26 -0.58 -0.285
O -13.290 -15.030 9.152 1.99 0.27 1.03 0.028
C -11.111 -14.426 8.409 -0.65 0.31 -0.62 -0.138
C -9.726 -14.301 8.567 -0.56 0.04 0.92 -0.035
C -8.966 -13.869 7.509 0.94 0.35 -1.15 -0.077
C -9.558 -13.565 6.274 -0.05 -0.57 0.32 -0.067
C -10.923 -13.759 6.079 -0.43 0.32 0.22 -0.057
C -11.702 -14.159 7.158 0.72 -0.25 0.68 -0.006
C -10.909 -13.972 11.603 -0.55 1.66 -2.31 -0.271
O -10.972 -12.781 10.996 0.67 -3.00 1.75 -0.302
C -10.231 -14.234 12.841 -0.55 -0.70 0.52 -0.065
C -10.123 -15.595 13.203 -0.11 0.92 -1.63 0.051
C -9.800 -13.114 13.712 0.73 0.33 0.21 -0.279
N -9.019 -12.121 13.185 0.07 -0.55 -1.06 -0.127
C -7.730 -11.673 13.807 -0.08 0.61 0.08 -0.298
C -6.886 -12.808 14.410 0.58 -0.93 0.19 -0.457
Te -5.105 -12.261 15.645 -1.10 0.33 -1.02 1.250
C -4.294 -10.829 14.296 0.51 0.89 0.07 -0.588
C -3.637 -11.193 13.129 0.20 -1.06 -0.02 -0.154
C -2.795 -10.347 12.392 -0.61 -0.44 -0.06 -0.089
C -2.621 -9.073 12.868 -0.22 1.60 0.48 -0.091
C -3.351 -8.617 14.005 1.06 -0.42 -0.21 -0.090
C -4.161 -9.489 14.719 -0.46 -0.38 0.07 -0.169
C -9.973 -13.166 15.126 -0.96 0.08 1.23 -0.195
C -10.555 -14.281 15.779 0.45 0.54 1.01 -0.042
C -10.569 -14.376 17.177 0.55 1.00 -0.14 -0.061
C -9.900 -13.391 17.939 -0.26 -0.09 -0.51 -0.062
C -9.392 -12.230 17.298 -1.56 -1.72 -0.26 -0.057
C -9.634 -12.041 15.953 0.32 -1.29 -0.42 -0.032
H -10.678 -18.845 12.607 -0.16 0.70 -0.64 0.102
H -9.352 -18.171 13.348 0.55 0.59 0.39 0.071
H -9.308 -18.272 11.578 -0.75 0.26 0.85 0.119
H -11.802 -17.170 10.632 0.52 0.51 0.13 0.158
H -9.269 -14.472 9.542 -0.01 -0.11 -0.27 0.119
H -7.863 -13.764 7.545 -0.88 -0.10 0.38 0.120
H -8.902 -13.256 5.477 -0.10 0.13 -0.22 0.104
H -11.443 -13.554 5.141 0.48 -0.03 0.11 0.113
H -12.770 -14.305 7.129 -0.08 0.12 -0.42 0.116
H -9.695 -15.863 14.151 0.50 -0.16 -0.12 0.115
H -7.930 -10.909 14.568 0.27 -0.14 -0.12 0.071
H -7.122 -11.152 13.027 -0.46 -0.61 0.43 0.104
H -6.462 -13.417 13.609 -0.03 0.15 -0.08 0.039
H -7.372 -13.561 15.080 -0.10 1.03 -0.46 0.045
H -3.708 -12.242 12.869 0.06 0.00 -0.34 0.089
H -2.312 -10.701 11.468 -0.17 0.16 0.66 0.116
H -1.934 -8.360 12.373 -0.46 -0.56 0.31 0.113
H -3.107 -7.638 14.423 -0.35 -0.15 -0.29 0.104
H -4.707 -9.191 15.623 0.43 0.13 -0.34 0.087
H -10.990 -15.046 15.177 -0.40 -0.28 0.14 0.082
H -11.085 -15.185 17.684 0.11 -0.02 -0.14 0.104
H -9.888 -13.470 19.033 0.23 -0.01 -0.52 0.107
H -8.898 -11.512 17.875 0.36 1.22 0.77 0.089
H -9.532 -11.089 15.476 0.35 0.30 0.02 0.092
Br -7.684 -9.717 9.669 0.38 -0.18 0.42 0.800
C -7.986 -9.070 11.419 0.65 0.09 -0.20 -0.739
C -7.124 -8.085 11.872 0.89 0.36 -0.12 -0.103
C -7.370 -7.484 13.089 -0.61 -0.77 0.48 -0.013
C -8.540 -7.889 13.796 0.31 1.39 -0.13 -0.020
C -9.418 -8.775 13.209 0.77 -0.43 0.06 -0.104
N -9.016 -9.503 12.129 -0.23 1.36 -0.45 -0.202
H -6.221 -7.865 11.280 -0.70 0.09 0.31 0.119
H -6.689 -6.716 13.471 -0.35 -0.43 0.00 0.127
H -8.772 -7.391 14.747 -0.15 -0.28 -0.59 0.124
H -10.449 -8.958 13.505 0.46 -0.24 0.50 0.092
Cl -11.046 -7.474 9.362 0.06 0.23 0.23 0.566
C -11.857 -8.923 8.837 0.42 -0.51 0.84 -0.867
Cl -10.872 -10.424 9.316 -0.77 0.45 -0.62 0.498
H -11.913 -8.888 7.764 0.01 -0.43 -0.26 0.034
H -12.825 -9.025 9.320 0.12 0.00 -0.05 0.035
```
Forces are in eV/Å.

Its charge is +1. The value obtained for the molar mass is 1112.4 g/mol. The HOMO energy (spin up / spin down) is -0.3209 / -0.3710 Ha. The calculation puts the LUMO energy (spin up / spin down) at -3.12 / -5.50 eV. Its spin multiplicity is 5. The energy above the lowest of the compared OMol25 structures with the same formula, charge and spin comes out at 113.55 kJ/mol.

Entry 2:
Here is C35H30BrClN3O2PPd as an isolated structure from OMol25. Energies are from the ωB97M-V functional and the def2-TZVPD basis.

Structure (XYZ):
```
74
Properties=species:S:1:pos:R:3:forces:R:3:lowdin_charge:R:1
Pd 0.660 0.162 0.735 -0.57 -0.21 0.42 0.921
Cl 0.978 -0.045 3.122 -0.11 0.20 0.07 0.856
C 0.319 -1.598 3.656 -0.02 -0.01 -0.01 -0.564
C 0.392 -1.893 4.993 0.02 0.01 0.00 -0.036
C -0.110 -3.131 5.408 -0.01 -0.02 -0.02 0.033
C -0.670 -4.019 4.498 0.02 0.00 0.00 0.009
C -0.730 -3.700 3.150 0.00 -0.02 0.03 -0.014
C -0.245 -2.459 2.711 0.38 0.05 -0.12 -0.362
P -0.434 -1.981 1.019 -0.80 0.05 0.37 1.119
C -1.578 -0.622 0.854 0.34 0.21 -0.31 -0.413
C -2.031 -0.288 -0.462 -0.14 -0.10 0.07 -0.091
C -3.080 0.583 -0.631 0.03 -0.01 -0.01 -0.003
C -3.694 1.143 0.492 -0.01 0.01 0.07 0.057
C -3.258 0.847 1.792 -0.04 0.04 -0.03 0.001
C -2.210 -0.015 1.983 -0.02 -0.11 -0.02 -0.047
C -0.800 -3.341 -0.017 0.42 0.06 -0.27 -0.371
C -2.080 -3.506 -0.585 0.07 -0.01 0.05 -0.047
C -2.348 -4.664 -1.287 -0.02 -0.03 -0.03 -0.008
C -1.356 -5.627 -1.467 -0.03 0.02 0.00 0.025
C -0.089 -5.464 -0.908 0.02 0.02 -0.03 -0.013
C 0.198 -4.324 -0.186 -0.01 0.00 0.05 -0.071
H 0.832 -1.205 5.703 0.01 -0.01 0.00 0.139
H -0.047 -3.395 6.456 -0.02 0.01 0.00 0.147
H -1.061 -4.969 4.839 0.02 0.00 0.00 0.143
H -1.165 -4.396 2.445 0.00 0.00 0.00 0.128
H -1.572 -0.761 -1.323 0.00 0.02 0.00 0.118
H -3.444 0.818 -1.623 0.01 -0.01 0.01 0.142
H -4.539 1.809 0.357 0.01 0.00 0.00 0.147
H -3.770 1.277 2.643 0.01 0.00 -0.01 0.143
H -1.910 -0.282 2.988 0.02 0.00 0.00 0.115
H -2.865 -2.778 -0.431 0.00 0.01 0.02 0.116
H -3.341 -4.829 -1.686 0.02 0.01 -0.04 0.137
H -1.574 -6.515 -2.046 -0.02 -0.03 0.05 0.141
H 0.664 -6.230 -1.035 0.01 0.01 -0.02 0.136
H 1.183 -4.199 0.251 -0.01 -0.01 0.03 0.119
O -0.070 2.117 -5.690 0.00 -0.04 -0.07 -0.024
C 0.684 0.966 -5.435 0.02 0.04 -0.01 -0.182
C 0.709 0.760 -3.952 -0.01 0.01 0.03 -0.105
C 1.226 -0.406 -3.381 0.03 0.01 0.00 0.050
C 1.225 -0.545 -2.015 -0.06 0.09 -0.06 -0.080
N 0.739 0.425 -1.213 -0.08 -0.29 -0.38 -0.061
C 0.259 1.585 -1.731 0.10 0.05 0.10 -0.165
C 0.229 1.754 -3.100 0.02 0.01 -0.07 0.104
C -0.163 2.612 -0.756 0.00 -0.14 0.06 -0.199
C -0.623 3.866 -1.102 0.05 -0.02 -0.04 0.097
C -0.965 4.771 -0.096 -0.01 0.00 0.06 -0.115
C -1.463 6.140 -0.448 -0.02 0.01 0.00 -0.184
O -1.437 6.259 -1.844 -0.01 0.06 0.01 -0.029
C -0.824 4.364 1.230 0.00 0.03 -0.01 0.045
C -0.359 3.094 1.506 0.04 0.04 -0.12 -0.086
N -0.036 2.232 0.532 0.22 0.10 0.25 0.005
H -0.112 2.291 -6.639 0.02 0.01 0.03 0.131
H 1.725 1.060 -5.774 0.00 0.00 0.00 0.161
H 0.276 0.069 -5.915 -0.05 0.00 0.02 0.154
H 1.633 -1.201 -3.993 -0.01 0.00 0.00 0.149
H 1.619 -1.431 -1.538 -0.01 -0.01 0.02 0.117
H -0.155 2.666 -3.536 0.00 -0.01 0.02 0.138
H -0.709 4.181 -2.132 -0.03 -0.01 0.01 0.133
H -0.834 6.883 0.056 0.05 -0.01 -0.03 0.155
H -2.475 6.253 -0.037 -0.01 -0.01 -0.01 0.153
H -1.674 7.156 -2.110 0.00 -0.03 0.00 0.128
H -1.054 5.035 2.049 -0.02 -0.01 -0.01 0.147
H -0.223 2.762 2.527 -0.01 -0.02 0.00 0.114
Br 7.272 0.599 0.825 0.15 0.01 0.01 0.989
C 5.440 0.447 0.769 -0.11 -0.03 0.00 -0.664
C 4.645 1.527 0.381 -0.02 0.00 -0.01 -0.044
C 3.278 1.378 0.352 0.04 -0.05 0.03 -0.085
N 2.686 0.217 0.692 0.20 -0.11 -0.07 -0.125
C 3.444 -0.837 1.068 0.04 0.10 -0.11 -0.120
C 4.813 -0.756 1.116 0.01 0.02 -0.01 -0.050
H 5.086 2.475 0.107 0.00 0.00 0.00 0.134
H 2.635 2.198 0.061 0.00 0.00 0.01 0.119
H 2.935 -1.753 1.333 -0.03 0.00 0.03 0.110
H 5.392 -1.616 1.423 0.00 0.00 0.00 0.133
```
Forces are in eV/Å.

Its charge is +4. The value obtained for the molar mass is 777.4 g/mol. The HOMO energy is -0.7106 Ha. The calculation puts the LUMO energy at -14.15 eV. The energy above the lowest of the compared OMol25 structures with the same formula, charge and spin comes out at 433.62 kJ/mol.

Entry 3:
Here is C35H30Cl3N6O3PbS3 as an isolated structure from OMol25. Energies are from the ωB97M-V functional and the def2-TZVPD basis.

Structure (XYZ):
```
81
Properties=species:S:1:pos:R:3:forces:R:3:lowdin_charge:R:1
Pb -0.220 -0.756 -0.877 0.30 0.25 -0.25 1.226
C -3.784 -3.314 3.242 0.04 -0.07 -0.33 -0.405
S -3.429 -3.895 1.560 0.01 -0.08 0.10 0.824
C -2.585 -2.537 0.845 0.00 0.52 0.06 -1.151
S -2.074 -2.784 -0.763 -0.09 -0.25 -0.02 0.482
N -2.489 -1.472 1.606 -0.39 -0.30 0.62 -0.085
N -1.761 -0.452 1.131 0.19 0.36 -0.22 -0.097
C -1.839 0.660 1.760 -0.25 -0.49 0.11 -0.126
C -1.085 1.831 1.337 0.34 0.54 -0.03 -0.316
C -1.245 3.050 2.007 -0.07 -0.24 0.02 -0.035
C -0.572 4.166 1.545 0.13 0.03 -0.09 -0.070
C 0.264 4.045 0.443 -0.03 0.03 0.11 -0.059
C 0.408 2.790 -0.132 -0.05 0.03 -0.07 -0.131
N -0.252 1.725 0.295 -0.18 0.04 0.27 0.038
H -3.989 -4.205 3.833 -0.01 0.00 0.00 0.023
H -4.651 -2.657 3.235 0.03 0.05 0.08 0.027
H -2.916 -2.787 3.622 -0.01 -0.02 0.08 0.017
H -2.497 0.750 2.624 0.01 -0.02 0.02 0.126
H -1.893 3.104 2.873 -0.02 0.01 -0.02 0.111
H -0.691 5.120 2.042 -0.02 0.00 -0.01 0.104
H 0.800 4.897 0.046 0.03 -0.02 0.00 0.102
H 1.077 2.626 -0.972 -0.03 0.03 0.00 0.118
Cl 0.264 -4.319 -7.627 0.02 -0.11 -0.11 0.612
C 0.133 -3.111 -6.379 -0.03 0.08 0.07 -0.701
C 0.641 -3.366 -5.119 0.01 -0.04 -0.02 -0.154
C 0.524 -2.408 -4.132 -0.09 0.10 -0.11 -0.548
Cl 1.198 -2.772 -2.562 0.11 -0.19 -0.21 0.703
C -0.123 -1.150 -4.314 -0.03 0.19 0.00 -0.526
O -0.277 -0.267 -3.401 0.08 -0.42 -0.21 -0.308
C -0.594 -0.965 -5.650 0.06 -0.14 0.10 -0.584
Cl -1.362 0.549 -6.014 -0.08 0.15 -0.04 0.690
C -0.488 -1.904 -6.654 0.04 -0.03 0.08 -0.160
H 1.116 -4.313 -4.903 0.03 0.02 0.02 0.100
H -0.892 -1.701 -7.635 0.02 0.02 -0.01 0.097
N -4.544 5.256 -3.584 0.18 -0.13 0.17 0.072
C -4.669 3.996 -4.040 -0.29 0.22 -0.38 -0.827
S -5.440 3.695 -5.466 0.01 -0.03 0.03 0.656
C -4.117 2.925 -3.177 0.15 -0.24 0.27 -0.238
C -3.799 1.679 -3.701 -0.03 0.16 0.03 -0.037
C -3.271 0.708 -2.860 -0.02 -0.04 -0.03 -0.114
N -3.079 0.899 -1.559 0.12 -0.06 0.08 0.086
C -3.413 2.080 -1.053 -0.03 0.03 0.03 -0.134
C -3.916 3.123 -1.810 -0.04 0.04 -0.10 -0.020
H -4.867 6.002 -4.174 -0.02 0.02 -0.03 0.088
H -3.941 5.473 -2.809 0.02 0.01 -0.03 0.093
H -3.949 1.484 -4.751 0.03 -0.05 -0.04 0.068
H -2.991 -0.265 -3.243 0.05 0.04 -0.06 0.107
H -3.284 2.195 0.018 0.01 0.05 -0.03 0.093
H -4.175 4.057 -1.327 -0.04 -0.04 0.06 0.102
C 3.443 -3.517 4.916 -0.01 0.06 -0.04 -0.045
C 2.555 -2.349 4.590 -0.07 -0.05 0.06 -0.229
C 1.260 -2.292 5.088 0.02 0.01 0.00 -0.057
C 0.441 -1.213 4.791 -0.01 0.05 0.00 -0.088
C 0.883 -0.247 3.909 -0.04 -0.08 -0.07 -0.032
C 2.155 -0.332 3.344 0.01 -0.06 0.16 -0.207
N 2.551 0.678 2.448 -0.15 0.21 -0.04 0.095
C 3.070 0.569 1.150 0.19 -0.11 -0.24 -0.211
C 3.505 1.770 0.573 0.05 -0.01 0.06 -0.063
C 4.110 1.804 -0.669 0.01 0.00 -0.02 -0.112
C 4.323 0.624 -1.366 -0.02 0.01 -0.07 -0.094
C 3.851 -0.562 -0.830 0.09 0.05 -0.01 -0.035
C 3.196 -0.613 0.398 -0.19 0.02 0.28 -0.084
C 2.498 -1.942 0.700 0.11 -0.21 -0.10 -0.670
O 3.161 -2.963 0.862 0.09 0.30 0.14 0.030
O 1.224 -1.875 0.627 -0.16 0.01 0.33 -0.241
C 3.045 -1.318 3.781 0.01 0.19 -0.08 -0.166
C 4.521 -1.214 3.498 -0.21 -0.10 -0.13 -0.025
H 2.898 -4.275 5.477 0.01 0.01 0.02 0.072
H 4.312 -3.208 5.502 0.02 -0.05 0.00 0.075
H 3.806 -3.965 3.988 0.05 -0.03 0.04 0.089
H 0.899 -3.082 5.737 0.02 -0.03 -0.04 0.102
H -0.549 -1.136 5.226 0.01 -0.03 -0.03 0.096
H 0.247 0.589 3.646 -0.07 -0.02 -0.11 0.092
H 2.068 1.550 2.588 -0.04 0.01 0.04 0.123
H 3.364 2.694 1.126 0.05 -0.03 0.05 0.106
H 4.426 2.752 -1.087 0.02 0.01 0.02 0.096
H 4.824 0.633 -2.326 -0.04 -0.01 -0.02 0.096
H 3.958 -1.488 -1.381 -0.01 -0.01 0.02 0.113
H 4.766 -0.237 3.086 0.02 -0.02 -0.01 0.076
H 4.852 -1.977 2.796 0.04 -0.08 -0.14 0.083
H 5.072 -1.346 4.433 0.04 0.00 -0.06 0.077
```
Forces are in eV/Å.

Its charge is -1. The value obtained for the molar mass is 992.4 g/mol. The HOMO energy is -0.1782 Ha. The calculation puts the LUMO energy at 1.39 eV. The energy above the lowest of the compared OMol25 structures with the same formula, charge and spin comes out at 77.36 kJ/mol.

- Which formula does entry 1 have?
  C35H30BrCl2N2O2PtS4Te